Entry from the Open Molecules 2025 dataset: a structure of composition C3H12FN2NiO9 in a non-equilibrium geometry (ωB97M-V/def2-TZVPD).

The geometry in ORCA input format:
```
! wB97M-V def2-TZVPD RIJCOSX def2/J DEFGRID3
* xyz -1 3
Ni -5.49 8.89 22.62
N -3.59 6.41 21.60
O -2.64 6.68 20.83
O -4.23 5.38 21.53
O -4.00 7.28 22.33
N -6.95 6.88 24.48
O -6.83 5.79 23.94
O -7.91 7.13 25.14
O -6.04 7.69 24.37
F -6.80 7.74 21.58
C -10.00 7.64 22.43
O -9.89 6.30 22.04
H -9.04 8.02 22.77
H -10.51 8.18 21.64
H -10.65 7.67 23.31
H -10.75 5.99 22.33
C -7.62 9.89 18.42
O -8.24 8.79 19.17
H -8.36 10.69 18.52
H -6.62 10.13 18.78
H -7.51 9.57 17.38
H -7.58 8.37 19.73
C -7.61 11.04 21.77
O -6.77 10.57 22.77
H -8.10 10.18 21.33
H -8.46 11.62 22.14
H -7.02 11.60 21.04
H -7.14 10.90 23.60
*
```

Calculated values
max |F| = 6.24 eV Å⁻¹
HOMO level (spin up / spin down) = -5.2 / -5.2 eV
energy relative to the best compared isomer or geometry (same formula, charge and spin) = 196.74 kJ/mol
HOMO-LUMO gap (spin up / spin down) = 6.833 / 6.437 eV
total energy = -68465.560 eV